# 1
Below is an isolated ion of composition C3H7NOS2 and charge -1 in a non-equilibrium geometry, with properties calculated with ωB97M-V/def2-TZVPD.

The geometry in XYZ format:
```
14
C3H7NOS2 | the OMol25 dataset | ωB97M-V/def2-TZVPD
S -0.8734 -2.7488 -0.8618
S -1.1850 -1.1258 0.2975
C 0.3638 -0.2455 -0.0840
C 1.0155 0.4767 1.1080
N 1.5932 1.7732 0.6500
C 0.8011 2.9225 0.3891
O 0.4838 3.5089 -0.6831
H -1.0116 -2.1175 -1.9670
H 0.0896 0.4439 -0.9394
H 1.0461 -1.0467 -0.4953
H 0.3444 0.7660 1.8735
H 1.7319 -0.1158 1.7244
H 2.4655 1.5612 0.0792
H 0.1638 3.0954 1.1891
```

Its expectation value of S² is 0.75. The value obtained for the energy relative to the best compared isomer or geometry (same formula, charge and spin) is 39.4 kcal/mol. Its HOMO-LUMO gap (alpha / beta) is 0.109 / 0.300 hartree. The total energy is -1044.8108 hartree. For the lowest unoccupied orbital energy (alpha / beta), the calculation gives 3.451 / 3.460 eV. The spin multiplicity is 2. For the strongest force on any atom, the calculation gives 4.31 eV Å⁻¹. As for the charge: -1.

---

# 2
Below is a 2-piece molecular cluster, C2H4ClFO2 overall in a non-equilibrium geometry, with properties calculated with ωB97M-V/def2-TZVPD.

The geometry in XYZ format:
```
10
C2H4ClFO2 | the OMol25 dataset | ωB97M-V/def2-TZVPD
C -1.3372 0.2595 0.1994
C 1.0021 1.0487 -0.0995
O 1.5723 -0.0411 -0.1261
O -0.3008 1.2567 0.1157
F 0.5211 -2.7756 -0.3194
Cl 1.9460 2.5022 -0.0848
H -0.9210 -0.6359 -0.0923
H -2.0252 0.4175 -0.5745
H -1.7354 0.2869 1.1949
H 1.2780 -2.3191 -0.2135
```

As for the SMILES: COC(=O)Cl.F. The value obtained for the energy relative to the best compared isomer or geometry (same formula, charge and spin) is 4.3 kcal/mol. Its HOMO-LUMO gap is 0.435 hartree. The total energy is -789.1356 hartree. For the lowest unoccupied orbital energy, the calculation gives 0.648 eV. For the strongest force on any atom, the calculation gives 3.69 eV Å⁻¹. As for the charge: 0.

---

# 3
Below is C3H6N2O4 as an isolated structure in a non-equilibrium geometry, with properties calculated with ωB97M-V/def2-TZVPD.

The geometry in XYZ format:
```
15
C3H6N2O4 | the OMol25 dataset | ωB97M-V/def2-TZVPD
C 1.0877 -1.3351 1.0148
N -1.2702 0.4459 0.6840
C 0.5739 0.3073 -0.8812
C -1.2410 0.8301 -0.5506
O 0.8323 0.0289 0.6411
O 1.2032 1.5015 -1.0713
O 0.2762 -1.6755 2.0898
N -1.8287 1.3198 -1.5334
O 0.5966 -0.6169 -1.6603
H 1.2444 1.6526 -2.0272
H -0.6449 -1.6488 1.7906
H -1.0643 1.1166 1.4203
H -2.8324 1.4601 -1.4214
H 2.1217 -1.3906 1.3518
H 0.9456 -1.9958 0.1530
```

The value obtained for the energy relative to the best compared isomer or geometry (same formula, charge and spin) is 139.2 kcal/mol. Its HOMO-LUMO gap is 0.278 hartree. The total energy is -528.2343 hartree. For the lowest unoccupied orbital energy, the calculation gives -1.849 eV. For the strongest force on any atom, the calculation gives 6.04 eV Å⁻¹. As for the charge: 0.

---

# 4
Below is a 2-piece molecular cluster, C17H19N overall in a non-equilibrium geometry, with properties calculated with ωB97M-V/def2-TZVPD.

The geometry in XYZ format:
```
37
C17H19N | the OMol25 dataset | ωB97M-V/def2-TZVPD
C 0.1106 -0.2840 -2.2668
C 1.0199 -1.3773 -2.7744
C -1.2730 -0.1478 -2.8792
C -2.1575 -1.1544 -2.5125
C -1.5573 0.8581 -3.7957
C -3.4757 -1.0570 -2.9399
C -2.8794 0.9220 -4.2678
C -3.7834 -0.0124 -3.7997
H 0.1583 -0.4630 -1.1859
H 0.6402 0.6804 -2.3346
H 1.2576 -1.4184 -3.8380
H -1.8752 -1.9904 -1.8941
H -0.7873 1.5330 -4.1422
H -4.3385 -1.5856 -2.5557
H -3.1515 1.6722 -4.9945
H -4.8025 0.1026 -4.1668
H 0.8203 -2.3769 -2.3699
H 2.0359 -1.3852 -2.3193
C -0.9200 -0.5557 4.2509
C -0.5936 0.4582 1.9875
C -0.0900 0.0042 3.1812
C 1.5901 0.9114 1.9356
C 1.2971 0.3826 3.1979
C 2.8627 1.2379 1.4664
C 2.3352 0.1204 4.1144
C 3.8578 1.0296 2.4254
C 3.5924 0.4256 3.6591
N 0.4198 0.9215 1.1708
H -1.5690 0.3361 1.5583
H 0.4324 1.3747 0.2723
H -1.7629 0.0371 4.6244
H -0.3996 -0.9839 5.1113
H 3.1183 1.8491 0.6121
H 2.0482 -0.1325 5.1247
H 4.8645 1.2974 2.1434
H 4.4872 0.2081 4.2412
H -1.5323 -1.4378 3.9602
```

As for the SMILES: Cc1c[nH]c2ccccc12.CCc1ccccc1. The value obtained for the energy relative to the best compared isomer or geometry (same formula, charge and spin) is 32.5 kcal/mol. Its HOMO-LUMO gap is 0.312 hartree. The total energy is -713.9105 hartree. For the lowest unoccupied orbital energy, the calculation gives 0.792 eV. For the strongest force on any atom, the calculation gives 2.77 eV Å⁻¹. As for the charge: 0.

---

# 5
Below is a 2-piece molecular cluster, C2HCl2F overall in a non-equilibrium geometry, with properties calculated with ωB97M-V/def2-TZVPD.

The geometry in XYZ format:
```
6
C2HCl2F | the OMol25 dataset | ωB97M-V/def2-TZVPD
C -0.1654 0.7754 0.0288
C -0.0587 -0.5539 -0.1886
F -0.3954 1.7204 -0.7728
Cl 0.7416 -1.5230 1.0464
Cl -0.2070 -1.4100 -1.6368
H 0.0849 0.9912 1.5230
```

The value obtained for the energy relative to the best compared isomer or geometry (same formula, charge and spin) is 52.1 kcal/mol. Its HOMO-LUMO gap is 0.373 hartree. The total energy is -1096.9466 hartree. For the lowest unoccupied orbital energy, the calculation gives 0.618 eV. For the strongest force on any atom, the calculation gives 7.42 eV Å⁻¹. As for the charge: 0.

---

# 6
Below is C29H57CoN3O9Zn as an isolated structure in a non-equilibrium geometry, with properties calculated with ωB97M-V/def2-TZVPD.

The geometry in XYZ format:
```
100
C29H57CoN3O9Zn | the OMol25 dataset | ωB97M-V/def2-TZVPD
Co 4.1848 -0.3090 -1.7054
Zn 3.8581 2.8649 -1.1391
C 3.3005 0.8907 0.3974
O 3.1363 -0.2828 0.0305
O 2.5991 1.8612 0.0454
O 4.3859 1.1453 -0.0925
C 3.5265 2.2114 -3.7212
O 4.5163 2.1003 -4.3961
O 3.5414 3.3115 -3.1530
O 3.6079 1.4789 -2.7255
C -1.2632 1.5410 -0.9734
C -1.2919 2.9038 -1.8064
C -2.7663 3.2247 -2.2817
C -3.6265 3.5547 -1.1193
C -3.1133 4.8154 -0.5273
C -1.5881 4.7609 -0.0111
N -0.7253 3.9961 -0.9537
O 0.7220 3.9362 -0.6517
C -1.0399 6.1996 0.0314
C -1.5728 4.1797 1.4701
C -0.3799 2.7941 -3.0970
H -0.2497 1.3913 -0.6011
H -1.5338 0.6193 -1.4884
H -1.9277 1.6413 -0.1152
H -2.8467 4.0507 -2.9883
H -3.1502 2.3274 -2.7669
H -3.6417 2.7328 -0.4035
H -4.6938 3.6109 -1.3331
H -3.7038 5.1376 0.3303
H -3.0996 5.7200 -1.1353
H 0.0163 6.4533 0.1219
H -1.4563 6.7294 -0.8253
H -1.4770 6.6970 0.8972
H -0.5477 3.8483 1.6356
H -1.8937 4.7901 2.3142
H -2.2588 3.3326 1.4725
H -0.3266 3.7574 -3.6042
H -0.7930 2.0755 -3.8049
H 0.6322 2.4546 -2.8766
H 0.8307 3.1659 -0.0892
C 1.9848 -1.2385 3.6762
C 0.6234 -0.5971 3.6163
C 0.1385 -0.8299 2.1527
C -1.3858 -0.5219 1.9772
C -2.1732 -1.2653 3.1163
C -1.7853 -1.1013 4.6031
N -0.3308 -1.2895 4.6718
O 0.2764 -1.5237 5.8823
C -2.2110 0.2639 5.2531
C -2.3090 -2.3376 5.3471
C 0.7458 0.9233 3.8038
H 2.6210 -0.9354 2.8446
H 1.8028 -2.3084 3.7776
H 2.4105 -0.8288 4.5922
H 0.7046 -0.1821 1.4834
H 0.3533 -1.8646 1.8853
H -1.7675 -0.8080 0.9971
H -1.5641 0.5443 2.1166
H -2.2695 -2.3269 2.8887
H -3.1454 -0.7732 3.0885
H -3.0430 0.1104 5.9403
H -1.3941 0.7179 5.8141
H -2.4715 1.0631 4.5592
H -3.3691 -2.4804 5.1376
H -1.9020 -3.2648 4.9439
H -2.3192 -2.2564 6.4340
H 1.1004 1.2822 4.7701
H -0.2332 1.3714 3.6341
H 1.4442 1.2550 3.0356
H 0.6822 -2.3691 5.6768
C -0.1293 -1.3458 -3.8957
C 0.1885 -2.4821 -2.8781
C -0.5895 -3.7645 -3.3728
C -0.1561 -5.0929 -2.7149
C 1.3098 -5.2218 -2.9742
C 2.1644 -4.1520 -2.4351
N 1.6615 -2.7691 -2.9291
O 2.3712 -1.6642 -2.3804
C 2.3103 -4.2104 -0.9835
C 3.6250 -4.3268 -2.9401
C -0.4098 -2.1391 -1.4646
H 0.4513 -0.4381 -3.7311
H -1.1969 -1.1324 -3.9481
H 0.1708 -1.7261 -4.8721
H -1.6297 -3.6780 -3.0588
H -0.5205 -3.7858 -4.4604
H -0.8387 -5.7983 -3.1887
H -0.3601 -5.1766 -1.6474
H 1.6465 -5.4699 -3.9807
H 1.5318 -6.1163 -2.3924
H 3.0003 -3.5047 -0.5210
H 1.3216 -3.9112 -0.6356
H 2.6095 -5.1819 -0.5900
H 3.7492 -4.1312 -4.0052
H 4.4046 -3.7100 -2.4930
H 3.8775 -5.3835 -2.8528
H -1.4508 -1.8552 -1.6190
H 0.1055 -1.3491 -0.9183
H -0.3727 -2.9354 -0.7212
H 2.0503 -1.6911 -1.4760
```

Its expectation value of S² is 6.01. The value obtained for the energy relative to the best compared isomer or geometry (same formula, charge and spin) is 0.0 kcal/mol. Its HOMO-LUMO gap (alpha / beta) is 0.154 / 0.225 hartree. The total energy is -5142.2520 hartree. For the lowest unoccupied orbital energy (alpha / beta), the calculation gives 1.989 / 1.953 eV. The spin multiplicity is 5. For the strongest force on any atom, the calculation gives 14.42 eV Å⁻¹. As for the charge: -1.